Entry 1:
ORCA calculation (ωB97M-V/def2-TZVPD) on a 6-piece molecular cluster, C56H63F7N2O4S overall.

Properties
Structure (SMILES): CC[C@@H](C)c1c(CC[C@H](C)CCC=C(C)C)c2c(c(S(=O)(=O)C(F)(F)C(F)(F)C(F)(F)F)c1CN)C(=O)NC2=O.c1ccccc1.c1ccccc1.c1ccccc1.c1ccccc1.c1ccccc1

Structure (XYZ):
```
133
C56H63F7N2O4S, DFT ωB97M-V/def2-TZVPD
F 3.2515 1.6633 5.4885
H 2.6271 0.5260 -3.2665
H 1.0438 -4.2741 5.8692
C 11.0253 -0.5117 2.4697
H 2.6106 -4.5140 2.7102
H -4.9570 1.4008 -0.1440
C 0.3314 0.9758 -7.2557
C -2.1913 -3.4777 -1.0406
C 3.7128 0.4353 3.5770
H 4.2823 2.6755 -1.6641
C -6.6569 1.1300 -3.0592
H -9.0525 2.3274 -0.9884
C 2.5340 0.2544 -0.2604
H -1.9772 0.5970 2.7991
H -3.9282 4.1663 -1.9144
H -1.3664 -0.6626 1.7115
H 0.1049 -2.4590 -2.4023
H -2.7069 7.6899 0.1888
C 3.2142 -0.3703 0.8221
C -3.1768 5.9179 -0.9256
C 3.4956 1.8515 4.1745
H 1.2554 2.2012 -10.2715
C -1.0981 -2.5420 -0.5515
H -6.1468 4.3008 -0.8505
H -4.6286 0.7168 -2.4912
H 9.6917 2.3290 3.7377
C -2.2507 -4.9514 6.2561
C -1.5916 -5.2089 3.9586
C 9.7384 1.3562 3.2644
H 9.9028 -2.1145 1.5911
C -5.7851 1.4538 -0.8415
C 0.8748 -0.2973 -7.3571
C -7.9005 1.5778 -2.6361
H -3.5836 -5.5406 4.6816
C -4.5872 0.0370 2.6903
H 0.4680 -4.8183 3.5272
C -3.8374 -1.5299 0.8447
C 2.8905 -1.6930 1.1384
C -2.1563 0.0763 1.8592
C 0.0293 -4.5489 5.6087
H 11.8761 1.2241 3.4000
C -4.7081 7.0177 0.5667
C 2.2395 2.5841 3.5971
C 0.4674 1.8750 -8.3040
H 1.9864 -1.6618 -8.5833
C 3.3468 -2.6466 2.2405
H -2.1006 0.8262 1.0690
C -3.0076 -2.8146 -2.1877
H 7.7204 -1.0016 1.9239
H -4.9731 -0.8155 3.2420
H -0.9203 0.3470 -0.8845
C 9.8566 -1.1388 2.0585
O 4.2687 -2.6510 2.9836
H 4.1682 1.1060 -2.0921
C -3.1400 -3.9175 0.0959
H -4.4274 -1.3439 -0.0494
H -2.4919 -2.8051 1.8541
N 4.1774 1.7359 -1.3020
H -1.3998 2.7702 -1.1824
H 0.4082 -0.6931 -2.7270
F 2.3946 3.8908 3.6399
F 1.1777 2.2792 4.3417
S 4.4539 0.4230 1.8441
O 1.1871 -4.7212 0.5946
H -1.7390 -4.3911 -1.4242
H -7.1690 2.2178 0.6064
H -4.1680 -3.3095 1.8758
C -2.5706 -5.2601 4.9409
O 4.7930 1.7611 1.4808
H 1.1983 0.7555 -4.2169
H -1.8402 -5.4448 2.9311
C 1.5658 -0.4536 -1.0145
H -5.3877 0.5955 2.1954
C -5.6749 6.0638 0.2775
H -8.7260 1.6227 -3.3346
F 4.5747 -0.1880 4.3703
H -4.9278 7.8177 1.2620
H 2.2385 -0.0582 -10.4449
C 1.5609 -0.6697 -8.5044
C 10.9659 0.7357 3.0754
H 7.6139 1.2163 2.9871
H 0.5241 -3.6842 -1.2495
C -5.5992 1.0676 -2.1615
N 2.3687 -3.6506 2.2401
H -4.0706 -2.9830 -2.0372
H -6.6473 6.1182 0.7502
H 0.1665 2.5724 -0.4830
H -2.2014 5.8595 -1.3923
H -4.1015 -4.2414 -0.2982
H -1.4630 -1.5244 -0.4779
C -5.3947 5.0409 -0.6178
C 1.1508 1.5013 -9.4526
C -3.5378 -0.5081 1.7459
C 0.7799 0.1620 -2.1828
C 1.7008 0.2307 -9.5512
C 2.8826 1.6814 -0.5821
C -3.3856 -2.9054 1.2273
H -2.7083 -4.8032 0.5716
O 5.5649 -0.4710 1.9301
F 1.9680 2.1770 2.3583
H -0.7035 -4.3495 7.6145
C 8.5713 0.7312 2.8461
H -3.0145 -4.9898 7.0222
C 1.2641 -1.7976 -0.6641
H 0.7640 -1.0008 -6.5411
H -6.5112 0.8300 -4.0890
H 0.0410 2.8668 -8.2257
C -0.2919 -4.8553 4.2938
C -8.0847 1.9709 -1.3171
H -2.8505 -1.7373 -2.1472
C 1.9327 -2.3861 0.4129
H 2.1150 2.1643 -1.1706
F 4.5828 2.6100 4.0931
H -4.1123 0.7090 3.4003
C -0.3992 2.3913 -1.3941
C -4.1452 4.9672 -1.2179
H 1.6866 1.9850 -3.0716
C 1.7478 -3.7496 1.0066
H -2.7394 -3.2061 -3.1651
H -0.8548 -2.8456 0.4701
C -3.4598 6.9453 -0.0356
H 3.0143 2.2721 0.3135
C 0.2089 -2.6509 -1.3396
C -0.5005 0.9085 -1.7115
H 11.9826 -0.9950 2.3188
H -0.2004 1.2680 -6.3586
C 8.6282 -0.5180 2.2450
C -7.0267 1.9085 -0.4217
H -0.0068 2.9849 -2.2138
C 1.6145 0.9141 -3.2237
F 2.5404 -0.2250 3.6294
C -0.9516 -4.5936 6.5897
H -1.2111 0.8079 -2.5359
```



Entry 2:
ORCA calculation (ωB97M-V/def2-TZVPD) on a 14-piece molecular cluster, C56H70N14 overall.

Structure (XYZ):
```
140
C56H70N14, DFT ωB97M-V/def2-TZVPD
H -4.9255 4.6821 1.0861
C 6.7467 -0.3907 1.9337
H 5.3114 -1.8032 1.3441
N -0.5323 4.1294 0.3954
H -0.9606 6.1824 0.7418
H -0.6003 -2.4490 0.0383
C -2.6031 -3.0796 4.9048
N 5.5445 -1.0707 2.0071
H 1.9826 -0.7286 -4.6684
N 0.4462 3.0169 4.5758
C 1.4829 1.7803 3.0698
H 3.1398 -2.9228 6.4857
N -0.5751 -3.4290 -0.2939
H 6.1543 -4.0583 0.7030
C 3.3990 -3.5294 -1.0010
H -0.7703 -4.4324 1.6176
C 4.0716 -4.8148 0.6761
C -4.3214 4.0686 1.7530
C -3.4336 4.3458 2.7392
N -2.7042 2.8251 -1.8229
C -0.6435 -4.4880 0.5309
H 5.3282 -2.5340 -1.3887
H 0.0126 3.8022 5.0438
H -4.9224 5.1627 -1.5728
C -0.8365 -1.5897 -5.6633
H 5.4232 0.3981 -2.2688
H -1.8946 3.0439 3.6250
H 2.5504 3.5458 -4.5319
H 0.4501 -2.7573 6.2947
C -5.7769 -0.0334 0.1798
H 7.6013 -0.8082 1.3512
H 0.9816 3.9268 2.6904
C -1.4399 -0.3227 -5.6062
H -5.8891 -1.6194 -2.6927
H -0.0821 -2.8972 3.7625
C -0.3083 -5.2235 -1.5777
H 1.9253 -0.3254 -1.7381
H 3.6408 -0.6076 2.8494
C 5.1536 -4.0722 0.2638
H -2.7324 -3.7541 5.7435
C -0.1655 -0.1490 -1.9246
N -4.1058 2.7975 1.3034
H -0.1665 -3.1327 -2.3365
H 2.9923 1.1718 -3.0476
H 4.0269 -5.6312 1.3804
N -2.2157 -1.7937 5.1276
H 1.9219 -3.0808 2.3106
C -4.3555 4.2592 -1.6408
H 0.9553 6.7094 -0.8328
H -1.7330 2.4819 -4.5820
C -2.6365 -3.2792 3.5576
C -0.3222 5.4698 0.2716
C -0.7618 2.9526 -4.4795
C 6.6582 0.7029 2.7166
H 1.8983 4.2460 -1.7749
C -1.4083 -2.3753 -4.6650
H -4.5154 -1.3144 1.4582
C -2.9923 4.0943 -1.5177
H 0.1203 1.5866 6.1025
C -2.6538 3.1573 2.8846
N 0.7404 4.5768 -4.2168
H 2.6756 -3.1752 -1.7675
H -2.7723 -4.2552 3.0902
C 2.9733 -0.7012 -4.2518
H -1.0430 -0.2858 1.2473
C 1.0924 4.4218 -1.0769
H -3.3274 5.2759 3.2818
C -4.8630 2.9841 -1.9717
H -1.2284 0.4341 -6.3265
H -1.3977 -3.3811 -4.3355
C 1.9772 -3.0960 3.4002
C -5.6898 -1.2926 -1.6740
C -2.2960 -2.0565 2.8992
C -0.5399 -5.6064 -0.2256
C 0.8340 -0.4267 0.0294
C 2.5428 -2.9534 5.5783
C -0.3266 -3.8465 -1.5654
C 4.7360 -3.2426 -0.8098
C -3.8050 2.0912 -2.0894
H -2.1249 -1.4434 6.0728
H -2.2508 4.8233 -1.1897
H 1.1649 5.4310 -3.9035
H 2.0969 -4.9013 -0.1207
H 1.6402 -0.5173 0.7378
C 4.7482 -0.0514 -2.9761
C 5.3095 0.7388 3.2284
H 7.4185 1.4528 2.8552
C 1.2202 0.9585 4.2128
H -2.2374 0.0232 -1.0783
H 1.5144 -0.0796 4.2096
C 4.6442 -0.2592 2.6803
C -1.1473 -0.0827 -0.9682
H -1.8104 -0.0702 3.9545
N -6.2302 -0.1523 -1.1127
C -2.3518 -0.3752 -4.5812
H -3.8696 1.0307 -2.2185
H -0.1095 -1.9328 -6.3886
C 1.4503 3.4413 -4.4809
C 3.0499 -3.0792 4.2487
H -1.2192 3.6774 0.9583
H 0.8169 1.3951 -4.8875
H -0.1300 -5.9259 -2.3974
C -0.5296 -0.2105 0.2877
H 4.8289 1.4797 3.8599
H 4.0829 -3.1900 3.9150
H -0.2529 -0.0771 -3.0086
C 0.5452 1.7251 5.1041
C -2.0696 -1.1293 3.9118
H -2.9075 -1.8791 -3.2260
H -4.5881 2.3313 0.5693
H -5.9151 2.8046 -2.2104
C 0.5788 2.4287 -4.6779
C 0.4102 3.4614 -0.3788
C 1.1801 -2.8915 5.4992
H -4.3082 -2.7581 -0.8811
C -4.8575 -1.8404 -0.7354
N 5.1025 -1.1647 -3.7032
N -2.3354 -1.6114 -4.0151
H -2.3324 -1.8687 1.8224
C -4.9340 -1.0724 0.4808
H 1.9973 1.5443 2.1473
C -3.1308 2.2018 2.0053
N 1.0287 -0.3406 -1.2825
N 0.8322 -2.9645 4.1578
H -6.8616 0.4135 -1.6248
C -0.5841 4.2809 -4.1750
H -6.1197 0.8074 0.7454
C 0.9781 3.0337 3.3323
H 4.1619 -2.3970 -5.0781
H 6.0213 -1.5345 -3.7626
H -0.4764 -6.6035 0.1615
H -1.7591 2.4715 -1.7986
H -2.7848 1.2165 1.7367
N 3.0285 -4.5097 -0.1149
H -1.2839 5.0643 -3.9252
C 3.4748 0.2416 -3.3040
H -3.0668 0.3906 -4.2235
H 0.4061 2.4034 -0.4816
C 0.6147 5.6917 -0.6555
C 4.0144 -1.5572 -4.4364
```



Entry 3:
ORCA calculation (ωB97M-V/def2-TZVPD) on C56H72N7P3RbSSi as an isolated structure.

Properties
Net charge: -1

Structure (XYZ):
```
141
C56H72N7P3RbSSi, DFT ωB97M-V/def2-TZVPD
H -2.8976 2.4552 -1.9908
N 0.0155 6.3521 0.2815
N 7.0380 4.0389 -0.1995
C -2.6008 -3.9938 3.2690
C -5.0508 -2.7386 -0.4214
C 3.2786 1.3682 1.2971
H -5.0744 1.2475 -1.6945
P 0.8591 -2.6592 0.4600
C 0.0823 1.5597 5.1336
H -4.0236 -0.8164 -4.3811
C -4.5862 1.9308 1.9230
H 0.8729 -0.8368 -2.3850
C -4.8055 2.0517 -1.0038
H 3.0447 -4.1908 -1.3398
C -2.2748 -5.0737 -2.9963
P -3.9235 1.1267 0.3812
P -1.3161 -0.5292 -3.1090
H -4.6122 -3.6451 -0.8245
C -1.8666 -0.3321 -6.0443
H -0.3107 6.7374 -0.5872
C -2.1210 0.1979 -4.6322
H -1.7700 1.2352 -4.5949
C -2.4138 -4.2771 -1.8698
C -1.8701 -4.5039 -4.1961
C 0.9772 0.9236 -3.6025
C -0.2679 -3.8787 2.7531
H 3.6016 -4.5146 2.4886
C -4.8646 -0.4625 0.3043
N 0.0713 4.5821 1.6409
C 5.1228 2.6170 0.4426
H -1.2056 -1.5527 5.4726
C -6.0930 2.8015 -0.6675
C 10.6999 4.6176 0.0813
H 4.0153 -2.6980 0.0617
C 4.6157 1.7236 1.3759
C 2.3924 -3.0294 1.4774
H -4.2623 3.3862 -2.6303
H 3.2873 -1.2121 0.6484
C 1.1852 -1.4580 -4.3911
C -4.2236 -1.6278 -0.1744
C -6.2330 -0.4826 0.6055
H 2.0423 4.2352 2.9253
C 0.5261 -0.5252 -3.3808
Si -2.2587 -1.7572 -0.3143
C 1.4680 3.7371 3.7035
C 2.8437 -4.4766 1.6981
H 4.6157 3.8548 -1.2293
N 2.4480 1.8344 0.3700
H -0.1638 6.8704 1.1260
C 8.7041 2.9392 0.9197
H 0.9239 -1.1939 -5.4173
H 2.2748 -1.3799 -4.3043
C 6.5445 3.0213 0.4443
H -3.9168 -3.1920 1.8046
H 4.3701 -2.1461 1.6956
C 2.9313 2.7225 -0.5018
C -2.8794 -3.3931 2.0491
H -2.8270 3.1934 2.1450
H -2.4675 -6.1398 -2.9384
Rb -0.5607 0.9975 0.1292
C -3.8171 2.9752 -1.7175
H 3.3060 -4.8752 0.7936
H 2.1298 -2.5968 2.4495
C -6.4090 -2.7429 -0.1500
H 2.0466 1.0324 -3.4025
C -1.8800 -2.9956 1.1394
C -0.5290 -3.2695 1.5217
H -3.4104 -4.2665 3.9374
C -0.8709 -0.6272 5.0238
N -0.5756 0.6645 3.0279
C -2.1700 -2.8949 -1.8912
H -2.3080 0.3539 -6.7753
H -1.3863 -1.2259 3.0252
H -1.0434 -4.6941 4.5812
C -3.6295 0.2039 -4.3596
H -4.1243 3.9666 1.2475
H -4.7358 0.0641 3.0575
N -0.2354 3.3010 2.0030
H -0.2443 0.3172 6.8502
C 0.3790 2.9198 3.0671
H -6.5273 3.2034 -1.5886
H 0.7494 -4.0573 3.0694
C -0.0555 1.6653 3.7486
H -5.9045 3.6476 -0.0031
C 9.9982 2.6696 1.3555
C 8.3981 4.0167 0.0810
H 0.4455 1.6356 -2.9650
H 12.0115 3.3575 1.2342
H 2.1285 3.1081 4.3037
C 4.2569 3.1350 -0.5063
H -8.0608 -1.6038 0.6394
C -4.3031 1.0623 3.1475
H 0.0820 -3.5663 -1.5625
C 9.4117 4.8741 -0.3447
C -7.0051 -1.6109 0.3943
H 1.0623 4.5274 4.3443
H -1.2506 -2.7238 -5.1817
H 11.5065 5.2661 -0.2355
N 7.4922 2.3192 1.1423
C 3.5800 -2.2191 0.9401
C -0.3344 0.4054 5.7739
H -1.7477 -5.1160 -5.0823
H 5.2271 1.3141 2.1710
C -0.1136 4.9801 0.3969
H -3.2260 0.9517 3.2923
H -0.0873 -5.5025 0.1697
H -6.7072 0.3997 1.0181
H -2.6934 -4.7430 -0.9290
H -4.1604 0.7883 -5.1167
C -1.6037 -3.1431 -4.2495
C -3.9133 3.2977 2.0846
C -1.7506 -2.3268 -3.1219
H 2.4007 -2.6773 -1.9890
H -3.5158 3.8133 -1.0847
H 2.0353 -5.1505 1.9745
C 0.9135 -3.9018 -0.9415
H 0.2908 -5.8910 -1.5070
H -6.8473 2.1648 -0.2054
H -3.8568 0.6241 -3.3803
H -2.3432 -1.3023 -6.1901
C -0.9703 -0.4454 3.6531
C 2.1689 -3.7292 -1.8012
H 0.4977 2.3843 5.6973
H 0.8044 1.2237 -4.6407
H -4.2612 3.7884 2.9995
S -0.3228 4.1320 -1.0938
H 0.9176 -2.5008 -4.2231
H 7.3357 1.4702 1.6546
H -4.7115 1.5327 4.0474
H 2.0200 -4.2114 -2.7718
C -1.2845 -4.2345 3.6296
C 0.6601 -5.3751 -0.6157
H -6.9994 -3.6312 -0.3467
H 1.5756 -5.8776 -0.2987
H -5.6661 2.0736 1.8330
H 2.2137 3.1296 -1.2066
H 9.1812 5.7107 -0.9918
H 2.8504 0.6857 2.0246
H 10.2229 1.8313 2.0025
H -0.8077 -0.4279 -6.2838
C 10.9895 3.5278 0.9211
```



Ordered E_tot results: -3679.28421, -2942.37415, -4296.35202; unit Eh.